[1]
{"formula": "C11H23Br10Na3O", "method": "ωB97M-V with the def2-TZVPD basis set", "species": ["Na", "Na", "Na", "C", "O", "H", "H", "H", "Br", "C", "C", "Br", "H", "H", "H", "H", "Br", "C", "C", "Br", "H", "H", "H", "H", "Br", "C", "C", "Br", "H", "H", "H", "H", "Br", "C", "C", "Br", "H", "H", "H", "H", "Br", "C", "C", "Br", "H", "H", "H", "H"], "positions_angstrom": [[3.61671, 1.36278, -0.72759], [1.28617, 1.86793, -3.46136], [1.47637, 4.03412, -0.66574], [0.45432, 0.49850, -0.34857], [1.04895, 1.51215, -1.03620], [0.93602, -0.47329, -0.45670], [0.50172, 0.68429, 0.72443], [-0.61350, 0.39886, -0.54332], [0.35439, -4.63534, -2.72931], [2.16118, -4.42395, -2.02197], [2.18079, -2.99923, -1.40429], [2.33104, -1.58643, -2.82168], [2.74977, -4.49382, -2.93673], [2.31438, -5.25744, -1.33647], [3.09425, -2.89951, -0.81798], [1.31485, -2.88893, -0.75155], [-1.54291, 1.01382, -3.70346], [-2.57880, -0.66613, -3.91123], [-1.92775, -1.88300, -3.18288], [-3.16084, -3.38252, -3.52870], [-2.43120, -0.95912, -4.95069], [-3.65938, -0.57147, -3.80401], [-1.83452, -1.72081, -2.10905], [-0.97725, -2.23053, -3.58768], [0.24389, -2.88562, 3.05840], [2.04204, -2.14373, 2.45633], [2.45691, -0.93146, 3.25188], [3.88360, 0.02516, 2.19908], [1.90683, -2.02053, 1.38179], [2.75965, -2.95060, 2.60495], [3.00656, -1.30223, 4.11704], [1.55997, -0.33776, 3.42832], [-5.36108, 2.13903, 1.64701], [-3.64946, 1.82827, 0.71143], [-3.94741, 1.85576, -0.82463], [-5.23449, 3.31012, -1.34293], [-3.23856, 0.85622, 0.98417], [-2.95479, 2.55934, 1.12504], [-4.45391, 0.91727, -1.05000], [-3.03908, 1.91138, -1.42458], [-0.08768, 4.25608, 1.61744], [1.16342, 3.29000, 2.80105], [0.60897, 3.48373, 4.14317], [1.69714, 2.35190, 5.35706], [2.14935, 3.61014, 2.46407], [1.17781, 2.21897, 2.59913], [-0.39920, 3.12833, 4.35622], [0.61475, 4.52926, 4.45129]], "forces_ev_per_angstrom": [[-0.6, -0.9, 0.4], [-0.7, -0.8, 0.3], [-0.7, -0.4, 0.3], [-0.5, -0.5, 1.4], [2.4, 2.6, -1.9], [0.0, -0.3, -0.4], [0.0, 0.1, 0.5], [-0.2, -0.1, -0.4], [-0.3, -0.4, 0.0], [-1.0, 1.3, -1.0], [1.0, -1.4, 0.1], [-0.2, -0.6, 0.7], [0.4, -0.1, 0.5], [0.2, 0.4, 0.1], [0.0, 0.3, -0.1], [-0.1, 0.5, -0.4], [-0.5, -0.3, 0.1], [1.3, -2.2, -1.1], [-1.0, 0.6, 0.2], [0.4, 0.5, 0.3], [-0.1, 0.6, -0.2], [0.3, 0.6, 0.7], [-0.1, -0.2, 0.0], [-0.1, 0.5, -0.1], [1.3, 0.7, -0.3], [-0.6, -1.3, -0.3], [-0.3, -0.9, -0.7], [-0.6, 0.0, 0.3], [0.0, 0.4, 0.3], [-0.2, 0.0, 0.0], [-0.3, 0.7, 0.2], [0.7, 0.6, 0.2], [0.8, -0.6, 0.3], [-0.8, 0.4, -0.6], [-0.4, 0.2, 1.1], [1.2, -0.8, -0.2], [-0.4, -0.1, 0.0], [-0.2, 0.3, -0.5], [-0.1, 0.2, -0.1], [-0.2, 0.3, 0.1], [-0.1, -0.1, -0.4], [-0.2, -1.2, -1.4], [0.5, 0.4, 2.2], [-0.1, 0.6, -0.2], [0.0, 0.6, 1.1], [-0.5, 0.0, -0.5], [0.1, -0.2, -0.8], [0.4, -0.1, 0.3]], "gap_ev": 5.1, "fmax_ev_per_a": 4.00, "relative_energy_kj_mol": 80.1, "multiplicity": 1, "charge": 2}

=====

[2]
{"formula": "C11H23BrN5O2", "method": "ωB97M-V with the def2-TZVPD basis set", "species": ["C", "C", "Br", "C", "N", "C", "N", "C", "N", "C", "C", "N", "N", "H", "H", "H", "H", "H", "H", "H", "H", "H", "H", "H", "H", "H", "C", "O", "C", "C", "O", "C", "H", "H", "H", "H", "H", "H", "H", "H", "H", "H"], "positions_angstrom": [[1.72536, 3.31108, -1.83553], [2.55864, 2.05642, -1.49112], [4.25292, 2.72910, -0.70091], [1.85369, 1.06364, -0.51132], [0.85385, 1.77017, 0.29035], [-0.45156, 1.64786, 0.10383], [-0.97259, 0.81731, -0.83944], [-2.29322, 0.98122, -0.68693], [-2.57956, 1.83760, 0.26599], [-3.86490, 2.35116, 0.75486], [-4.29783, 3.50820, -0.16854], [-3.40991, 4.21126, -0.70696], [-1.41859, 2.28917, 0.77900], [2.23225, 3.95683, -2.56633], [0.74963, 2.97850, -2.23554], [1.51457, 3.92539, -0.94309], [2.81169, 1.56145, -2.44034], [2.61472, 0.67459, 0.18298], [1.45113, 0.20397, -1.06113], [1.14172, 2.40651, 1.02441], [-3.02570, 0.45426, -1.29450], [-4.61999, 1.56020, 0.85606], [-3.65656, 2.79858, 1.74304], [-5.35965, 3.73688, -0.35344], [-3.84698, 4.94448, -1.26754], [-1.25839, 2.97517, 1.50362], [0.19491, -5.51651, 0.41437], [1.09500, -5.08989, 1.42548], [2.29244, -4.53525, 0.89984], [2.26297, -3.01943, 0.93335], [1.26896, -2.49519, 0.05510], [0.08830, -2.11125, 0.73421], [-0.77633, -5.68580, 0.87836], [0.07752, -4.76596, -0.37135], [0.54402, -6.45536, -0.02623], [2.47695, -4.89895, -0.11534], [3.11209, -4.88257, 1.53553], [3.22895, -2.64205, 0.58407], [2.10947, -2.65609, 1.95426], [0.25575, -1.15783, 1.25303], [-0.23792, -2.86669, 1.45190], [-0.69784, -1.97217, -0.00806]], "forces_ev_per_angstrom": [[-0.3, -0.3, 0.2], [-0.2, 0.7, -0.3], [-0.4, -0.4, -0.2], [1.2, 0.6, -0.1], [-0.4, 0.0, 0.7], [0.7, -1.0, -1.2], [-1.0, 0.7, 0.7], [1.3, -0.6, -0.8], [-2.1, 0.3, 1.0], [0.0, 0.9, -0.3], [-0.6, -0.1, 0.0], [0.3, 0.2, -0.2], [1.7, -0.3, -0.1], [-0.1, -0.4, 0.2], [0.4, 0.2, -0.1], [0.2, -0.3, -0.3], [0.2, 0.0, 0.6], [-0.4, 0.0, -0.3], [-0.4, 0.4, 0.3], [0.4, -0.2, -0.3], [0.0, 0.3, 0.3], [0.4, 0.2, -0.1], [-0.3, -0.4, -0.3], [0.2, -0.5, 0.5], [0.3, 0.0, 0.0], [-0.8, 0.0, -0.1], [0.0, -0.1, 0.1], [-0.1, 0.2, -0.2], [-0.1, -0.1, 0.4], [0.2, -0.1, -0.4], [-0.2, 0.1, 0.2], [0.1, 0.0, -0.1], [0.1, 0.0, 0.1], [0.1, 0.0, 0.0], [-0.1, 0.0, -0.1], [0.0, 0.1, 0.0], [0.0, 0.0, 0.0], [0.0, 0.0, 0.0], [-0.1, -0.1, 0.0], [-0.1, 0.0, 0.1], [0.1, 0.0, 0.0], [0.1, 0.0, 0.0]], "gap_ev": 8.4, "fmax_ev_per_a": 2.36, "multiplicity": 1, "charge": 1}

=====

[3]
{"formula": "C11H23ClEuI2NP2", "method": "ωB97M-V with the def2-TZVPD basis set", "species": ["I", "I", "Eu", "P", "C", "C", "H", "H", "H", "H", "H", "H", "C", "H", "H", "H", "P", "C", "C", "H", "H", "H", "C", "H", "H", "H", "H", "H", "H", "Cl", "C", "C", "C", "N", "C", "C", "H", "H", "H", "H", "H"], "positions_angstrom": [[0.23317, -1.52765, -0.34512], [-0.13738, 1.57976, -0.08439], [1.11657, 0.40914, -3.57338], [2.89343, -1.06870, -0.44187], [3.31043, -1.69490, 1.23357], [3.33227, -2.55323, -1.40258], [4.38039, -2.78767, -1.16679], [5.23468, -0.67324, -0.59629], [3.20655, -2.31616, -2.47062], [4.30358, 0.39407, -1.75079], [2.65245, -2.52470, 1.52071], [2.66032, -3.36905, -1.11798], [4.35135, -0.02044, -0.72372], [4.35361, -2.03388, 1.19193], [4.34089, 0.79117, 0.02478], [3.20245, -0.88370, 1.96246], [-2.21786, 1.34000, -1.75225], [-3.55606, 1.58122, -0.52194], [-2.15762, 3.02784, -2.43540], [-2.49255, 0.28306, -3.91210], [-4.00067, 1.11477, -3.30266], [-3.50053, -0.49925, -2.61311], [-3.15103, 0.45968, -3.03656], [-1.43480, 3.02908, -3.26632], [-3.17292, 3.26496, -2.78390], [-4.41363, 1.99134, -1.07122], [-3.24622, 2.27411, 0.27118], [-1.82665, 3.71428, -1.64904], [-3.81472, 0.61503, -0.07356], [1.86145, 0.71753, -5.94907], [-1.47353, -0.56195, 4.76568], [-2.27369, -1.03479, 3.71564], [-1.88534, -0.70423, 2.40431], [-0.66295, -0.24082, 2.15793], [0.17316, 0.07133, 3.13641], [-0.25568, 0.07662, 4.46943], [-1.79595, -0.68797, 5.80564], [-3.19185, -1.62072, 3.84030], [-2.54312, -0.81936, 1.51017], [1.20724, 0.32835, 2.81385], [0.39073, 0.55908, 5.21667]], "forces_ev_per_angstrom": [[-0.8, -0.2, -0.8], [1.2, 0.3, 0.0], [-0.1, 0.0, 0.2], [1.7, -1.1, 0.8], [-0.5, 0.3, 0.0], [-0.4, 0.4, -0.3], [-0.4, -0.1, -0.3], [-0.3, 0.5, -0.1], [0.2, -0.4, 0.2], [0.4, -0.1, 0.6], [0.2, 0.2, -0.1], [0.3, 0.0, -0.2], [-0.1, 0.7, -0.3], [-0.2, 0.1, 0.1], [0.2, -0.3, -0.5], [0.1, -0.2, 0.0], [-2.0, 0.9, -0.2], [0.4, -0.3, 0.3], [0.5, -0.4, -0.1], [-0.7, 0.0, 0.3], [0.3, -0.4, -0.1], [0.1, 0.4, -0.4], [0.3, -0.6, -0.4], [-0.3, 0.4, 0.1], [0.4, 0.2, 0.0], [0.1, -0.1, 0.2], [-0.1, -0.2, -0.2], [-0.1, 0.0, -0.3], [-0.1, 0.3, 0.0], [-0.1, 0.0, 0.3], [0.1, 0.1, -0.1], [-0.1, 0.3, -0.7], [0.1, -0.2, 0.6], [-0.3, -0.1, -0.1], [-0.2, 0.1, 0.5], [0.4, -0.1, -0.1], [0.2, 0.1, -0.5], [0.4, 0.5, 0.3], [0.5, -0.2, 0.9], [-0.8, 0.1, 0.5], [-0.5, -0.6, -0.1]], "gap_ev": [7.1, 5.3], "fmax_ev_per_a": 2.23, "relative_energy_kj_mol": 0.0, "multiplicity": 7, "s_squared": 12.019, "charge": 2}

=====

[4]
{"formula": "C11H23ClNO2P2Pt", "method": "ωB97M-V with the def2-TZVPD basis set", "species": ["Pt", "P", "C", "C", "N", "C", "C", "C", "C", "C", "P", "H", "H", "H", "H", "H", "H", "H", "H", "O", "H", "H", "O", "H", "C", "H", "H", "H", "C", "H", "H", "H", "C", "H", "H", "H", "C", "H", "H", "H", "Cl"], "positions_angstrom": [[-0.10176, 0.28883, -0.28298], [1.94171, -0.65333, 0.04544], [2.28566, -0.91050, -1.74202], [1.05020, -1.47901, -2.39904], [-0.13521, -1.01914, -1.93995], [-1.32043, -1.33925, -2.49672], [-1.33888, -2.25131, -3.54653], [-0.14503, -2.76223, -4.04525], [1.05491, -2.37690, -3.45792], [-2.58905, -0.72770, -1.92838], [-2.21109, 0.74298, -0.91290], [2.01046, -2.77869, -3.78102], [-2.31151, -2.51919, -3.96197], [-0.15870, -3.45950, -4.88692], [-3.29090, -0.43781, -2.72371], [-3.10375, -1.46236, -1.28884], [2.43577, 0.14499, -2.11213], [3.18112, -1.53471, -1.87576], [1.09615, 2.87918, -1.68286], [1.59990, 2.14093, -2.16674], [2.12801, 2.56365, -2.86750], [-0.09972, 3.05559, -0.06492], [-0.10099, 3.69861, -0.84877], [-0.16263, 4.59095, -0.43528], [-2.27088, 2.12654, -2.05835], [-3.27548, 2.16698, -2.49248], [-2.01505, 3.05015, -1.52375], [-1.51653, 1.96608, -2.83962], [-3.35476, 0.88733, 0.45665], [-3.00110, 1.68208, 1.12801], [-4.35239, 1.12799, 0.06741], [-3.39104, -0.06963, 0.99751], [1.93393, -2.22576, 0.93192], [2.90131, -2.72219, 0.78128], [1.79366, -2.02060, 2.00438], [1.12540, -2.87131, 0.56359], [3.27447, 0.36612, 0.67570], [3.03006, 0.66786, 1.70464], [4.19453, -0.23842, 0.65867], [3.37866, 1.23743, 0.01232], [-0.07994, 1.81334, 1.42826]], "forces_ev_per_angstrom": [[0.4, 0.9, 1.1], [2.5, -1.8, -0.2], [-0.8, 0.1, -0.5], [2.2, 0.1, 0.2], [0.0, 3.6, 3.3], [-2.2, 0.2, 0.1], [-0.3, -0.6, -0.7], [-0.1, -1.0, -1.2], [0.2, -0.8, -0.4], [0.7, -0.3, -0.1], [-2.7, 0.0, -1.4], [-0.1, 0.0, -0.2], [0.3, -0.1, -0.1], [0.0, 0.3, 0.4], [0.1, -0.1, 0.1], [0.1, -0.1, -0.1], [0.0, -0.7, 0.1], [-0.2, 0.2, -0.1], [0.9, -0.7, -1.1], [-0.5, 0.6, 0.6], [-0.3, 0.0, 0.3], [0.0, 1.9, -1.6], [-0.2, -0.3, 1.9], [0.2, -0.6, -0.5], [0.6, 0.2, 0.3], [0.0, -0.1, 0.1], [-0.2, -0.2, -0.3], [-0.2, 0.1, 0.1], [0.2, -0.1, 0.3], [-0.3, -0.2, -0.2], [0.1, 0.0, 0.0], [0.0, 0.3, -0.1], [-0.6, 0.2, 0.1], [0.0, 0.1, 0.0], [0.0, -0.2, -0.3], [0.2, 0.1, 0.2], [-0.5, 0.6, 0.1], [0.3, 0.0, -0.3], [-0.2, 0.0, 0.0], [0.0, -0.1, 0.3], [0.1, -1.6, -0.5]], "gap_ev": [4.8, 5.4], "fmax_ev_per_a": 4.90, "relative_energy_kj_mol": 0.0, "multiplicity": 5, "s_squared": 6.017, "charge": 3}